C22H64N6O10 | the ωB97M-V functional and the def2-TZVPD basis

```
102
C22H64N6O10 (the ωB97M-V functional and the def2-TZVPD basis)
C 4.4223 3.9385 1.6285
C 2.9813 3.7527 1.0604
C 2.9516 3.8943 -0.4324
O 2.3951 2.5262 1.4796
H 4.7336 4.9805 1.7031
H 5.0909 3.3976 0.9588
H 4.5053 3.4623 2.6054
H 2.3556 4.4844 1.5715
H 3.2203 4.9104 -0.7212
H 1.9476 3.7565 -0.8336
H 3.6048 3.1837 -0.9389
H 1.5308 2.5592 1.0631
C 2.8963 -1.2024 4.2641
C 3.4970 -2.3795 3.4127
C 3.6131 -3.7156 4.2327
O 2.6460 -2.6196 2.3364
H 3.6557 -0.8873 4.9796
H 1.9598 -1.3827 4.7920
H 2.7494 -0.2463 3.7616
H 4.4005 -1.9832 2.9494
H 3.9875 -3.5530 5.2434
H 4.1447 -4.4847 3.6725
H 2.6305 -4.1471 4.4234
H 2.8790 -2.0026 1.6389
C 5.0221 -0.0567 -0.5717
C 3.5495 -0.2957 -0.4355
C 2.9949 -1.5876 -1.0254
O 3.1528 -0.1043 0.9129
H 5.4102 -0.2328 -1.5750
H 5.6807 -0.7643 -0.0680
H 5.1491 1.0024 -0.3477
H 3.0742 0.5213 -0.9782
H 3.5670 -2.4535 -0.6921
H 2.9864 -1.6486 -2.1137
H 1.9847 -1.7925 -0.6711
H 3.3536 0.8114 1.1198
C -5.5165 -0.4199 -2.4430
C -6.0839 0.2267 -1.1858
C -5.1200 1.2387 -0.6387
O -7.2175 1.0144 -1.6266
H -6.1145 -1.1369 -3.0055
H -4.5770 -0.9451 -2.2709
H -5.3052 0.3052 -3.2288
H -6.4644 -0.4012 -0.3801
H -4.6380 1.8799 -1.3767
H -4.2480 0.6960 -0.2739
H -5.4975 1.8863 0.1526
H -6.9906 1.5546 -2.3870
C -3.5285 -0.7740 2.4264
C -3.3655 -1.5351 3.7288
C -2.2040 -0.9237 4.5006
O -4.5379 -1.3390 4.4760
H -2.9030 -1.0979 1.5946
H -3.2130 0.2693 2.4304
H -4.5394 -0.7194 2.0222
H -3.2564 -2.5740 3.4176
H -2.4391 0.0980 4.7989
H -1.2448 -1.0800 4.0071
H -2.1746 -1.4735 5.4414
H -4.7774 -0.4159 4.3660
C -0.1155 -3.6322 -2.8061
C -1.2299 -4.2525 -3.5488
O -1.7552 -3.1875 -4.3154
H -0.4016 -2.6737 -2.3732
H 0.7941 -3.5404 -3.3997
H 0.2426 -4.1835 -1.9367
H -2.0231 -4.6633 -2.9241
H -0.7763 -5.0659 -4.1153
H -2.5862 -3.4232 -4.7344
C 1.9935 2.3668 -3.6335
C 0.7375 2.6505 -4.4906
O 0.9724 2.0048 -5.7354
H 2.2479 1.3097 -3.7107
H 1.6588 2.5010 -2.6049
H 2.8776 2.9736 -3.8292
H 0.5641 3.7256 -4.5380
H -0.1391 2.1715 -4.0545
H 0.1696 1.5954 -6.0663
C -0.6225 5.3539 -1.5265
O 0.2688 5.9262 -0.9339
N -1.6822 5.9264 -2.0067
N -0.7602 4.0349 -1.5959
H -2.2354 5.2347 -2.4921
H -1.8119 6.9211 -1.8893
H -0.1299 3.3517 -1.2009
H -1.6704 3.7526 -1.9307
C -1.0900 -3.4879 1.0447
O -1.2610 -2.6005 0.2248
N -1.9894 -4.4325 1.2478
N -0.0643 -3.6376 1.8267
H -2.8088 -4.4992 0.6611
H -1.7268 -5.1354 1.9240
H -0.0693 -4.3129 2.5778
H 0.7134 -3.0156 1.6580
C -0.5076 0.5442 -0.3045
O -0.1249 1.6409 -0.6210
N -1.4832 -0.1123 -0.8612
N 0.0133 -0.2082 0.6546
H -1.6080 -1.1082 -0.7482
H -1.9144 0.3021 -1.6751
H -0.2776 -1.1749 0.6840
H 0.8437 0.0851 1.1492
```

M in g mol⁻¹: 572.786
Energy above the lowest of the compared OMol25 structures with the same formula, charge and spin in kcal/mol: 0.00
E_HOMO in eV: -9.3
Kohn-Sham gap in eV: 9.482
SMILES: NC(N)=O.NC(N)=O.NC(N)=O.CC(C)O.CC(C)O.CC(C)O.CC(C)O.CC(C)O.CCO.CCO
Electronic energy in eV: -53268.063

---

C22H65BeN4O12 | the ωB97M-V functional and the def2-TZVPD basis

```
104
C22H65BeN4O12 (the ωB97M-V functional and the def2-TZVPD basis)
Be -2.8471 1.1365 0.3457
O 0.5584 -1.7149 0.0777
C -0.5065 -0.9516 0.0133
O -1.5821 -1.3118 0.4518
O -0.3864 0.2146 -0.2899
H 0.1953 -2.4544 0.5706
C -4.1311 1.6029 4.2830
C -3.2125 0.4855 3.7729
C -3.2817 -0.6958 4.7105
O -2.4668 -1.7464 4.2199
C -1.0658 -1.5398 4.1996
N -3.7013 0.1817 2.4654
H -4.0525 2.4636 3.6189
H -3.8295 1.9368 5.2758
H -5.1810 1.3233 4.1961
H -2.1724 0.8071 3.7197
H -4.3265 -0.9858 4.5992
H -2.9842 -0.4700 5.7345
H -0.5750 -2.4769 3.9368
H -0.7058 -1.2178 5.1768
H -0.7672 -0.7473 3.5133
H -4.6950 0.1202 2.6349
H -3.4675 -0.8000 2.5075
C 3.7137 -3.7773 -1.6561
C 4.0790 -2.3112 -1.7944
C 5.2922 -2.0235 -2.6901
O 5.6327 -0.6302 -2.7160
C 6.4715 -0.2585 -1.5986
N 2.9762 -1.5018 -2.0888
H 4.6705 -4.1908 -1.3373
H 3.2984 -4.1970 -2.5723
H 3.0338 -4.0781 -0.8591
H 4.4608 -1.9957 -0.8234
H 5.2317 -2.4588 -3.6875
H 6.0418 -2.7244 -2.3228
H 7.5465 -0.3201 -1.7678
H 6.1153 -0.6007 -0.6270
H 6.3369 0.8231 -1.5814
H 2.3278 -1.3092 -1.3387
H 3.4634 -0.6331 -2.2564
C -4.0345 3.0413 -3.9554
C -3.8193 2.0520 -2.8097
C -3.4233 0.6203 -3.3040
O -3.3749 -0.2561 -2.1427
C -3.1967 -1.6405 -2.4551
N -2.8833 2.5502 -1.8008
H -3.0488 3.0602 -4.4205
H -4.3659 4.0433 -3.6829
H -4.7853 2.5356 -4.5625
H -4.8345 1.9395 -2.4292
H -2.5013 0.6547 -3.8843
H -4.2752 0.1968 -3.8360
H -4.0897 -2.1629 -2.7984
H -2.8694 -2.1414 -1.5441
H -2.4025 -1.7933 -3.1858
H -2.0428 2.7119 -2.3370
H -3.0620 3.5325 -1.6479
C 3.0042 2.2913 -1.1746
C 2.3862 2.8033 0.1493
C 2.7303 4.1862 0.7760
O 4.1773 4.2875 0.7245
C 4.6484 5.4790 1.2107
N 0.9668 2.6555 -0.0547
H 4.0877 2.2491 -1.2865
H 2.6888 2.9936 -1.9462
H 2.5722 1.3160 -1.3984
H 2.5950 2.0179 0.8756
H 2.4080 4.2860 1.8125
H 2.3961 5.0435 0.1917
H 5.7117 5.5972 1.0020
H 4.5701 5.5592 2.2949
H 4.2121 6.3495 0.7208
H 0.6861 1.6860 -0.0175
H 0.8627 2.9000 -1.0291
C -4.1513 -3.7387 1.7569
O -4.1889 -2.5367 0.8793
H -4.2320 -4.6721 1.1999
H -3.2596 -3.8898 2.3652
H -4.9980 -3.7358 2.4434
H -3.3531 -2.5074 0.4080
C -1.0875 3.8763 2.4328
O -1.2106 2.9979 1.3603
H -1.7110 4.7683 2.3730
H -1.3246 3.3352 3.3489
H -0.0307 4.1431 2.4256
H -0.4229 2.9906 0.8117
C 0.1597 1.3919 -3.3271
O 0.1293 2.7353 -2.8865
H 1.1862 1.0762 -3.5132
H -0.3187 0.7468 -2.5901
H -0.3963 1.1046 -4.2195
H 0.4902 3.2563 -3.6075
C 2.6085 -3.3231 2.0916
O 2.7216 -1.8934 2.2205
H 3.2378 -3.7713 1.3227
H 2.8780 -3.7481 3.0584
H 1.5811 -3.5425 1.8009
H 2.5262 -1.5862 1.3322
C -0.9392 -5.9477 -0.8077
O -0.2494 -5.0614 0.0111
H -1.6591 -5.4125 -1.4268
H -0.2756 -6.4163 -1.5344
H -1.4040 -6.7275 -0.2043
H 0.4917 -5.5287 0.4036
```

Total charge: +1
M in g mol⁻¹: 586.790
E_HOMO in eV: -10.5
Kohn-Sham gap in eV: 5.699
Electronic energy in eV: -54787.128